Entry one
Formula: CH6N2P
Source: the OMol25 dataset
Level of theory: wB97M-V/def2-TZVPD

CARTESIAN COORDINATES (ANGSTROEM)
C 1.2091 0.7633 -0.3047
N 2.0509 -0.0624 0.2045
N -1.8440 0.3650 0.2770
P -0.4336 -0.1973 -0.3173
H 2.9858 0.3143 0.1795
H 1.9304 -0.9374 0.6001
H -2.0630 1.3438 0.3718
H -2.8024 0.1484 0.1543
H -0.3209 -1.2619 0.4717
H -0.7123 -0.4757 -1.6369

The calculation puts the HOMO-LUMO gap at 9.6159 eV. Its charge is +1. The HOMO energy is -14.5 eV. The SMILES is N[PH2]=C=[NH2+].



Entry two
Formula: CH6N2P
Source: the OMol25 dataset
Level of theory: wB97M-V/def2-TZVPD

CARTESIAN COORDINATES (ANGSTROEM)
C -1.7933 -0.2845 0.0105
N 1.2902 -0.9106 0.1017
N -2.8698 0.1367 0.0553
P 0.4996 0.4945 -0.2719
H 0.8798 -1.7731 0.4418
H 2.2526 -0.7865 0.1520
H -3.7901 0.4831 0.1197
H 1.5587 1.4770 -0.6845
H -0.1157 0.4724 -1.5082
H -0.2869 1.2924 0.5585

The calculation puts the HOMO-LUMO gap at 12.3551 eV. Its charge is +1. The HOMO energy is -16.0 eV.



Which of them is most stable, and which least? Most stable: entry two; least stable: entry one.



Entry one
Formula: C3H3Cl3O
Source: the OMol25 dataset
Level of theory: wB97M-V/def2-TZVPD

CARTESIAN COORDINATES (ANGSTROEM)
C 0.6366 -0.0209 0.0527
C -0.2244 -0.7267 0.7798
C -3.7402 0.4759 -0.5046
O -3.3898 1.4201 -1.1215
Cl -0.9580 -2.2327 0.4330
Cl -3.6255 0.4066 1.2510
Cl -4.2827 -1.0115 -1.1330
H 1.0347 -0.1219 -0.9494
H 0.8951 0.9161 0.6753
H -0.3278 -0.3317 1.7654

The calculation puts the HOMO-LUMO gap at 10.2862 eV. The HOMO energy is -9.9 eV. The SMILES is O=C(Cl)Cl.C=CCl.



Entry two
Formula: C3H3Cl3O
Source: the OMol25 dataset
Level of theory: wB97M-V/def2-TZVPD

CARTESIAN COORDINATES (ANGSTROEM)
C -1.1215 -0.3930 0.2568
C 0.0783 -0.0045 -0.5771
C 1.3479 0.3492 0.1309
H -1.9094 -0.7027 -0.3375
H 0.3114 -0.7558 -1.2831
H 1.3851 0.8310 1.1603
O 2.3673 0.1277 -0.4653
Cl -0.6202 -1.8366 1.1478
Cl -1.5987 0.8673 1.4078
Cl -0.2404 1.5174 -1.4406

The calculation puts the HOMO-LUMO gap at 10.8159 eV. The HOMO energy is -10.4 eV. The SMILES is O=C[C@H](Cl)C(Cl)Cl.



Which of them is most stable, and which least? Most stable: entry two; least stable: entry one.